Entry 1:
{
  "formula": "C10H8F6IrNO9S2",
  "method": "wB97M-V/def2-TZVPD",
  "multiplicity": 5,
  "energy_ev": -71222.2686,
  "homo_lumo_gap_ev": [6.943, 7.127],
  "relative_energy_kcal_mol": 83.35,
  "charge": 0,
  "homo_energy_ha": [-0.323, -0.338],
  "largest_force_ev_per_a": 0.43,
  "symbols": ["Ir", "O", "C", "O", "C", "C", "C", "C", "C", "O", "C", "C", "O", "O", "H", "H", "H", "H", "H", "H", "H", "H", "F", "C", "F", "F", "S", "O", "O", "N", "S", "O", "O", "C", "F", "F", "F"],
  "positions_angstrom": [[0.4678, -1.5627, 0.7717], [-1.1822, 2.2395, 0.9907], [-0.4944, 1.5119, 0.3369], [-0.3500, -0.5130, -0.8618], [1.0174, 1.6974, 0.2374], [1.8208, 0.9830, -0.8612], [3.1231, 1.7392, -1.1215], [3.9598, 1.3873, 0.1280], [2.9895, 0.5021, 0.8963], [2.2935, -0.2034, -0.1639], [1.8514, 1.3234, 1.5226], [1.1773, 0.5264, 2.6482], [0.8034, 1.0722, 3.6531], [1.1292, -0.7886, 2.4836], [1.0857, 2.7792, 0.1047], [1.2630, 0.6950, -1.7410], [3.5911, 1.3716, -2.0325], [2.9503, 2.8081, -1.2415], [4.8549, 0.8276, -0.1365], [4.2628, 2.2567, 0.7095], [3.4314, -0.2216, 1.5747], [2.2154, 2.2361, 1.9899], [-4.2833, 0.9755, -1.2857], [-3.6638, 2.0061, -1.8342], [-3.4578, 1.8025, -3.1199], [-4.3347, 3.1212, -1.6295], [-2.7985, -0.6892, 0.9972], [-1.1590, 0.5671, -0.4116], [-1.7965, -0.8608, 2.0199], [-2.9237, -1.8349, -0.0144], [-2.1181, -3.2496, 0.1199], [-0.7579, -3.1421, -0.3725], [-2.3544, -3.8846, 1.3685], [-3.0028, -4.1928, -1.2040], [-4.2962, -4.2442, -0.9270], [-2.8173, -3.6207, -2.3797], [-2.4973, -5.4207, -1.2142]],
  "forces_ev_per_angstrom": [[0.38, 0.15, -0.14], [0.00, 0.01, 0.05], [-0.02, -0.01, -0.14], [-0.04, -0.10, -0.20], [-0.05, 0.07, 0.03], [-0.10, -0.12, 0.03], [-0.01, 0.06, -0.05], [0.06, 0.02, 0.02], [-0.07, -0.10, 0.10], [0.06, 0.02, -0.07], [0.09, 0.03, 0.01], [-0.20, 0.07, 0.04], [0.08, 0.04, -0.02], [0.01, -0.08, -0.03], [0.00, -0.04, 0.00], [0.00, 0.01, 0.01], [0.01, -0.01, 0.00], [0.00, 0.00, 0.00], [0.01, 0.00, -0.01], [-0.01, 0.00, 0.01], [0.02, 0.01, -0.02], [0.00, -0.03, 0.02], [0.00, -0.03, 0.01], [-0.01, 0.06, -0.02], [0.01, -0.01, 0.03], [0.02, -0.02, 0.00], [-0.15, 0.11, -0.23], [0.06, 0.10, 0.20], [-0.06, -0.06, 0.13], [0.09, -0.13, 0.24], [-0.30, 0.06, -0.18], [0.14, -0.06, 0.11], [-0.08, -0.06, 0.01], [0.03, -0.08, 0.02], [0.04, 0.01, 0.03], [0.02, 0.03, 0.02], [-0.03, 0.07, -0.01]]
}

Entry 2:
{
  "formula": "C10H8FeN3O6",
  "method": "wB97M-V/def2-TZVPD",
  "multiplicity": 5,
  "energy_ev": -61629.2460,
  "homo_lumo_gap_ev": [8.346, 6.440],
  "relative_energy_kcal_mol": 34.05,
  "charge": 1,
  "homo_energy_ha": [-0.465, -0.462],
  "largest_force_ev_per_a": 4.82,
  "symbols": ["O", "C", "Fe", "O", "C", "C", "O", "C", "O", "C", "O", "H", "C", "N", "C", "C", "C", "N", "C", "O", "N", "H", "H", "H", "H", "H", "H", "H"],
  "positions_angstrom": [[2.0706, -3.7876, -0.7951], [1.2779, -4.1479, -0.0704], [-0.1871, 0.5896, -0.8844], [2.3089, 0.3220, 1.6870], [1.4263, 0.6876, 1.0036], [-2.6584, 0.0369, 0.6613], [-3.6327, 0.3124, 0.0580], [-1.4566, -0.5635, 1.0056], [-1.0611, -1.1878, 1.9580], [1.1631, 0.7866, -2.1024], [2.0332, 0.7809, -2.8774], [0.1516, 0.5053, -2.6080], [-0.7367, 3.3375, 3.9293], [-1.1338, 3.2724, 2.5381], [-1.8046, 4.3100, 1.9784], [-2.1001, 4.2933, 0.6603], [-1.7336, 3.1289, -0.0680], [-0.8106, 2.2756, 0.4312], [-0.5371, 2.3143, 1.7624], [0.2407, 1.4975, 2.3507], [-2.3142, 2.7194, -1.2322], [-0.5179, 2.3278, 4.2892], [-1.5440, 3.7900, 4.5132], [0.1723, 3.9512, 4.0342], [-2.1744, 5.0543, 2.6940], [-2.8134, 5.0297, 0.2793], [-2.9686, 3.3544, -1.6493], [-2.6802, 1.7602, -1.1869]],
  "forces_ev_per_angstrom": [[-0.73, -0.32, 0.66], [0.72, 0.34, -0.66], [1.50, 1.14, 1.16], [-3.03, 1.46, -2.84], [3.57, -2.73, 1.74], [0.51, -1.18, -0.34], [1.05, 0.06, 0.58], [-1.83, -0.07, 0.70], [0.17, 0.59, -1.09], [0.97, 0.08, -0.71], [0.34, 0.37, 0.92], [-2.07, -0.84, -0.04], [0.32, 0.10, 1.05], [0.16, 0.85, -0.23], [-0.09, -0.49, 0.50], [-0.89, 0.36, -0.70], [0.47, -0.48, 0.79], [-1.25, 0.10, -0.52], [1.68, -1.33, 1.24], [-2.08, 1.82, -1.16], [0.11, -0.17, 0.22], [-0.16, 0.37, -0.06], [0.15, -0.13, -0.14], [-0.29, -0.27, -0.03], [0.20, -0.20, -0.53], [0.45, -0.31, -0.07], [-0.23, 0.20, -0.18], [0.28, 0.67, -0.26]]
}

Entry 3:
{
  "formula": "C10H8MgNSSe4",
  "method": "wB97M-V/def2-TZVPD",
  "multiplicity": 1,
  "energy_ev": -289662.5925,
  "homo_lumo_gap_ev": 6.453,
  "relative_energy_kcal_mol": 3.43,
  "charge": -1,
  "homo_energy_ha": -0.147,
  "largest_force_ev_per_a": 1.42,
  "symbols": ["Mg", "Se", "Se", "Se", "Se", "C", "C", "C", "C", "C", "C", "C", "C", "C", "S", "C", "N", "H", "H", "H", "H", "H", "H", "H", "H"],
  "positions_angstrom": [[0.4653, -2.3453, 0.3212], [2.5398, -3.8454, -0.3166], [3.7370, -3.0968, 1.5350], [2.2631, -3.2524, 3.3106], [0.6752, -1.6016, 2.8908], [2.7708, -0.0443, -0.4203], [1.3884, 0.5158, -0.4056], [1.1868, 1.9077, -0.3584], [-0.0877, 2.3947, -0.3048], [-1.1808, 1.5039, -0.3279], [-2.5119, 1.9457, -0.2847], [-3.5339, 1.0298, -0.3436], [-3.2694, -0.3294, -0.4549], [-1.9703, -0.8241, -0.4828], [-1.7347, -2.5136, -0.6708], [-0.8907, 0.1101, -0.4006], [0.3789, -0.3286, -0.4193], [3.5079, 0.7260, -0.6378], [2.8569, -0.8499, -1.1525], [3.0072, -0.4720, 0.5605], [2.0466, 2.5598, -0.3468], [-0.2788, 3.4577, -0.2612], [-2.7138, 3.0047, -0.1994], [-4.5594, 1.3723, -0.3057], [-4.0926, -1.0256, -0.5246]],
  "forces_ev_per_angstrom": [[0.39, -0.22, 0.28], [-0.56, 0.11, -0.08], [0.36, 0.12, 0.10], [0.02, -0.26, 0.19], [-0.11, 0.04, -0.53], [0.09, -0.10, 0.06], [0.16, -0.07, -0.08], [-0.34, 0.18, 0.01], [0.23, -0.20, -0.04], [0.16, -0.40, 0.01], [-0.39, 0.00, 0.00], [0.12, 0.65, 0.04], [0.41, -0.13, 0.01], [-0.59, 0.32, -0.04], [0.32, -0.93, -0.01], [-0.99, 1.01, -0.08], [0.74, -0.32, 0.11], [0.01, 0.06, -0.02], [0.00, 0.02, 0.10], [-0.01, -0.03, -0.06], [0.04, 0.07, -0.01], [-0.01, 0.12, 0.04], [-0.01, 0.08, -0.02], [-0.07, 0.01, -0.01], [0.03, -0.11, 0.02]]
}

Entry 4:
{
  "formula": "C10H8N2",
  "method": "wB97M-V/def2-TZVPD",
  "multiplicity": 1,
  "energy_ev": -13477.5545,
  "homo_lumo_gap_ev": 9.891,
  "relative_energy_kcal_mol": 49.06,
  "charge": 0,
  "homo_energy_ha": -0.343,
  "largest_force_ev_per_a": 6.88,
  "symbols": ["C", "C", "C", "C", "C", "C", "C", "C", "C", "C", "H", "H", "H", "H", "H", "H", "H", "H", "N", "N"],
  "positions_angstrom": [[3.4202, -0.0044, 0.0317], [2.7345, 1.0588, -0.6098], [1.3238, 1.0333, -0.5772], [0.6142, -0.0043, -0.0114], [1.2669, -1.0805, 0.5660], [2.7049, -1.0919, 0.5718], [-0.9026, -0.0561, -0.0295], [-2.7967, -0.9192, -0.7282], [-3.5970, -0.0297, 0.0602], [-2.7975, 0.9464, 0.7200], [4.5354, -0.0433, -0.0660], [3.2824, 1.8753, -0.9920], [0.5670, 2.0439, -1.0315], [0.6240, -1.8912, 0.9168], [3.3738, -1.8412, 1.2328], [-3.3785, -1.7853, -1.3255], [-4.5779, -0.0081, -0.1345], [-3.3717, 1.7897, 1.4326], [-1.5405, -0.9366, -0.7578], [-1.4846, 0.9442, 0.7317]],
  "forces_ev_per_angstrom": [[-0.17, -0.22, -1.12], [-1.39, -1.65, 1.43], [-1.49, 3.90, -1.52], [-0.80, -0.93, -0.20], [1.77, -0.27, -0.28], [0.66, -0.50, 1.98], [0.84, 2.98, 1.41], [-6.70, -1.56, -0.05], [6.10, 0.19, -0.90], [-3.44, 1.17, 1.92], [-1.16, 0.08, 0.51], [0.35, 0.74, -0.55], [2.78, -3.29, 1.36], [0.64, 0.07, 0.19], [-2.01, 1.38, -1.90], [1.37, 2.09, 1.14], [-3.61, 0.20, 0.07], [1.70, -2.17, -2.09], [3.84, -0.65, -0.21], [0.74, -1.56, -1.19]]
}